[1]
A 4-piece molecular cluster, C23H53BN2O12 overall at a distorted geometry, computed with ωB97M-V/def2-TZVPD.

Geometry as XYZ:
```
91
Properties=species:S:1:pos:R:3
C 0.5227 -2.5439 6.0790
B 1.1278 -1.4919 5.0538
O 1.4372 -1.9500 3.7609
N 1.4463 -0.0926 5.3326
C 0.4497 0.6270 6.0557
O 0.7341 1.6379 6.5614
O -0.8411 0.1695 6.1720
N -1.5654 0.4406 4.9759
C -2.2489 -0.6146 4.6868
C -2.1542 -1.1180 3.2393
C -3.1317 -1.3260 5.6959
H -0.1014 -3.2488 5.4914
H -0.1160 -2.1115 6.8637
H 1.2846 -3.1577 6.5895
H 0.7127 -2.5063 3.4446
H 1.5806 0.3582 4.4260
H -2.9629 -0.6706 2.6340
H -2.1823 -2.2201 3.2056
H -1.1767 -0.8268 2.8272
H -2.6321 -2.2518 6.0405
H -4.0968 -1.6416 5.2684
H -3.3327 -0.6780 6.5573
C -6.1642 1.6821 -0.9409
O -4.8659 1.3055 -1.3492
C -4.6506 1.4657 -2.7440
C -3.2377 1.9386 -3.0335
O -2.9872 3.2946 -2.6836
C -2.9178 3.6209 -1.3008
C -1.7069 3.0618 -0.5779
O -1.8420 1.6660 -0.3576
C -0.6196 0.9657 -0.4471
H -6.9019 0.9417 -1.2672
H -6.1701 1.7353 0.1476
H -6.4291 2.6715 -1.3296
H -5.3632 2.1791 -3.1722
H -4.8030 0.4866 -3.2157
H -3.0916 1.8885 -4.1153
H -2.4943 1.2737 -2.5932
H -3.8446 3.3623 -0.7869
H -2.8406 4.7112 -1.2672
H -1.6175 3.5460 0.4026
H -0.8061 3.2808 -1.1632
H -0.0897 1.2166 -1.3725
H -0.8433 -0.1010 -0.4650
H 0.0108 1.1863 0.4210
C -4.5744 2.5228 -8.1665
O -3.6873 3.6029 -7.9710
C -3.3594 3.8164 -6.6049
C -1.9105 4.2351 -6.4458
O -0.9658 3.1941 -6.6702
C -0.7866 2.7371 -8.0047
C -0.1201 3.7350 -8.9338
O -1.0136 4.7770 -9.2929
C -0.3803 6.0302 -9.4381
H -5.5842 2.7873 -7.8352
H -4.5969 2.2971 -9.2324
H -4.2290 1.6271 -7.6378
H -3.5373 2.9136 -6.0119
H -4.0093 4.6175 -6.2319
H -1.7717 4.5320 -5.4029
H -1.6803 5.1132 -7.0500
H -1.7226 2.3650 -8.4240
H -0.1198 1.8739 -7.9244
H 0.1804 3.2225 -9.8566
H 0.7754 4.1372 -8.4456
H 0.2379 6.2612 -8.5635
H -1.1563 6.7912 -9.5143
H 0.2313 6.0510 -10.3461
C 8.6937 -5.7613 5.1531
O 7.6436 -5.1873 4.4039
C 7.0123 -6.1097 3.5288
C 5.5177 -5.8583 3.4483
O 4.7907 -6.2310 4.6127
C 4.9579 -5.4362 5.7804
C 4.3708 -4.0400 5.6860
O 5.1679 -3.2029 4.8669
C 4.4072 -2.2769 4.1155
H 9.5656 -5.9468 4.5172
H 8.9685 -5.0565 5.9375
H 8.3739 -6.6934 5.6319
H 7.1861 -7.1415 3.8530
H 7.4512 -5.9736 2.5322
H 5.1245 -6.4913 2.6481
H 5.3013 -4.8287 3.1615
H 6.0022 -5.4097 6.0945
H 4.4125 -5.9652 6.5672
H 4.3412 -3.5932 6.6889
H 3.3463 -4.1071 5.2985
H 3.5988 -2.7774 3.5817
H 5.0674 -1.8193 3.3785
H 4.0021 -1.4957 4.7681
```

Properties
* charge: 0
* 2S+1: 1
* E_tot: -52930.647 eV
* HOMO energy: -9.06 eV
* Kohn-Sham gap: 9.0 eV
* SMILES string: CB(O)NC(=O)ON=C(C)C.COCCOCCOC.COCCOCCOC.COCCOCCOC

Atom charges from the Mulliken analysis, given in e for atoms 1 to 2: atom 1 (C): -1.05, atom 2 (B): 0.71

[2]
A 2-piece molecular cluster, C2H8N3 overall at a distorted geometry, computed with ωB97M-V/def2-TZVPD.

Geometry as XYZ:
```
13
Properties=species:S:1:pos:R:3
C 1.6692 0.4535 0.1629
C -1.5499 -0.2638 0.3353
N 0.7105 -0.4514 0.2502
N -1.9825 -1.3277 -0.2806
N 1.6308 1.6169 -0.4813
H 2.6199 0.0554 0.5282
H -1.2241 0.5981 -0.1912
H 0.8084 -1.0614 1.0151
H -1.8354 -0.2258 1.4151
H -1.5219 -1.3734 -1.1906
H -2.5145 -2.1613 0.0292
H 0.7242 2.0367 -0.8162
H 2.4652 2.1044 -0.7760
```

Properties
* charge: +1
* relative energy (zero: lowest compared OMol25 entry of this formula, charge and spin): 238.0 kJ/mol
* 2S+1: 1
* E_tot: -6666.163 eV
* HOMO energy: -13.75 eV
* Kohn-Sham gap: 9.7 eV

Atom charges from the natural (NBO) analysis, given in e for atoms 1 to 2: atom 1 (C): 0.34, atom 2 (C): 0.14

[3]
A 5-piece molecular cluster, C19H40NO9S4 overall at a distorted geometry, computed with ωB97M-V/def2-TZVPD.

Geometry as XYZ:
```
73
Properties=species:S:1:pos:R:3
C 3.0839 -2.5921 2.4038
C 2.8739 -1.1041 1.8888
O 2.9829 -0.1811 2.6398
N 2.2709 -0.9361 0.4628
H 2.5829 -1.7261 -0.0412
H 1.2849 -0.7991 0.3578
C 2.6849 0.3819 -0.0982
H 4.0609 -2.9731 2.1738
H 2.4419 -3.2901 1.8428
H 3.3109 -2.2761 3.5328
H 2.4429 0.6499 -1.1992
H 3.8369 0.4939 -0.1742
H 2.4869 1.2789 0.3158
C -0.4161 6.2519 0.2268
C -0.1241 5.9719 1.7438
C 0.0829 4.5469 1.7088
S 0.8329 3.9749 0.3068
O 0.1509 2.7909 -0.1102
O 2.1789 3.8829 0.6338
C 0.4349 5.3219 -0.7422
H -0.2741 7.2639 0.0148
H -1.4001 6.0649 0.0528
H -0.9491 6.3969 2.3488
H 0.7919 6.5149 1.9318
H -0.8161 4.0589 1.7588
H 0.5359 4.1249 2.7698
H 0.0899 5.1219 -1.8512
H 1.3549 5.6159 -0.7992
C -2.9331 0.1389 3.1858
C -2.6691 1.3729 2.5678
C -2.5431 1.0509 1.2218
S -1.6941 -0.5081 1.1088
O -0.3061 -0.2341 0.9998
O -2.3011 -1.5761 0.3138
C -1.9941 -0.9361 2.8338
H -4.1661 -0.2241 3.1358
H -3.1971 0.3319 4.2518
H -1.7091 1.6869 3.0278
H -3.1521 2.3009 2.7118
H -2.0821 1.7629 0.6388
H -3.5201 1.1109 0.7568
H -0.9831 -0.7811 3.3678
H -2.4161 -1.8771 3.0118
C 0.1049 1.8779 -3.2972
C 0.8629 1.5729 -4.5882
C 1.2939 0.3299 -4.5162
S 0.1579 -0.6391 -3.5232
O 0.8989 -1.2371 -2.4332
O -0.6751 -1.4811 -4.2852
C -0.8171 0.6779 -2.8922
H -0.1711 2.9019 -3.6962
H 0.9359 2.0549 -2.5772
H 1.7029 2.2079 -4.6382
H 0.3139 1.6109 -5.4092
H 2.1689 0.3479 -4.0092
H 1.7659 -0.2281 -5.5192
H -0.9631 0.5829 -1.9572
H -1.7121 0.6399 -3.3942
C -1.2891 -5.9281 0.8108
C -0.4231 -6.5831 -0.3132
C 0.5909 -5.5751 -0.5682
S -0.2521 -4.0351 -0.5362
O -0.5671 -3.7641 -1.8882
O 0.5039 -2.9921 0.1688
C -1.6381 -4.5411 0.4388
H -0.8221 -5.7791 1.7578
H -2.2561 -6.6691 0.9488
H -1.0291 -6.6531 -1.1162
H 0.0459 -7.5611 -0.0672
H 1.1599 -5.5901 -1.4212
H 1.1569 -5.5951 0.2098
H -2.5031 -4.3931 -0.1212
H -1.6971 -4.0091 1.1998
```

Properties
* charge: +1
* relative energy (zero: lowest compared OMol25 entry of this formula, charge and spin): 176.2 kJ/mol
* 2S+1: 1
* E_tot: -83592.571 eV
* HOMO energy: -12.38 eV
* Kohn-Sham gap: 10.1 eV

Atom charges from the Mulliken analysis, given in e for atoms 1 to 2: atom 1 (C): -1.02, atom 2 (C): 0.57

[4]
A 2-piece molecular cluster, C3H8NS overall at a distorted geometry, computed with ωB97M-V/def2-TZVPD.

Geometry as XYZ:
```
13
Properties=species:S:1:pos:R:3
C 2.3431 -1.0636 0.3882
S 2.3776 0.5366 -0.4933
H 1.2404 -1.2713 0.6878
H 2.6954 -1.8802 -0.2457
H 2.6376 -1.1012 1.4556
C -1.9321 1.0277 0.5413
C -0.8279 -0.0513 -1.2423
N -1.8331 -0.1198 -0.4568
H -2.9333 1.4468 0.3880
H -1.3310 1.9600 0.5148
H -1.8880 0.5382 1.5118
H -0.4483 0.8676 -1.7161
H -0.1004 -0.8894 -1.3334
```

Properties
* charge: -1
* relative energy (zero: lowest compared OMol25 entry of this formula, charge and spin): 265.8 kJ/mol
* 2S+1: 1
* E_tot: -15564.287 eV
* HOMO energy: -2.30 eV
* Kohn-Sham gap: 6.4 eV

Atom charges from the natural (NBO) analysis, given in e for atoms 1 to 2: atom 1 (C): -0.76, atom 2 (S): -0.71